ORCA calculation (ωB97M-V/def2-TZVPD) on a molecular structure, C6H10OS in a non-equilibrium geometry.

CARTESIAN COORDINATES (ANGSTROEM)
H1 -1.463 -1.080 0.529
H2 2.920 0.106 0.264
C1 2.095 -0.538 0.754
H3 -1.487 2.792 -0.495
C2 0.874 -2.515 -0.288
H4 1.302 -3.109 0.591
C3 -1.294 0.681 -0.680
O1 1.445 0.933 -1.776
H5 2.614 -1.175 1.483
H6 -0.399 2.238 -1.612
C4 -1.792 -0.068 0.286
S1 0.617 -0.240 -1.628
H7 -2.586 0.466 0.770
H8 0.450 -3.007 -1.091
C5 1.261 -1.241 -0.295
H9 -2.104 2.035 -2.012
H10 1.361 0.179 1.243
C6 -1.360 2.020 -1.239

Results
HOMO energy ... -8.1 eV
ΔE to the lowest compared entry with this formula, charge and spin ... 3.939 eV
Molecular weight ... 130.2 g/mol
Gap between HOMO and LUMO ... 8.54 eV

ORCA calculation (ωB97M-V/def2-TZVPD) on a molecular structure, C14H11Br2Cl2NO6Pb in a non-equilibrium geometry.

CARTESIAN COORDINATES (ANGSTROEM)
O1 8.949 11.360 9.325
O2 7.468 9.509 10.673
H1 5.918 9.989 11.878
H2 13.681 9.919 6.302
O3 5.618 10.285 8.717
Pb1 8.363 10.045 7.757
Br1 8.006 13.399 5.570
Cl1 13.672 5.108 7.947
C1 8.691 9.930 11.249
C2 13.107 8.085 7.196
Cl2 8.677 5.163 9.779
H3 11.299 10.929 6.620
C3 9.888 5.991 8.888
O4 9.982 11.914 11.312
H4 8.608 9.943 12.317
C4 7.657 11.778 4.620
H5 11.121 4.268 9.141
C5 9.651 7.288 8.416
C6 10.836 7.938 7.871
C7 12.885 9.377 6.799
C8 11.130 5.310 8.809
N1 10.636 9.227 7.502
H6 7.148 12.021 3.665
H7 7.177 11.088 5.345
H8 14.066 7.612 7.008
O5 8.527 7.879 8.396
C9 5.438 10.554 9.894
C10 6.430 10.412 11.014
C11 9.294 11.171 10.611
C12 12.166 5.941 8.151
O6 4.282 11.044 10.354
H9 9.411 9.158 11.085
H10 3.672 11.163 9.596
C13 11.634 9.940 6.936
Br2 9.310 10.921 4.155
C14 12.074 7.308 7.738
H11 6.831 11.416 11.298

Results
HOMO energy ... -7.7 eV
ΔE to the lowest compared entry with this formula, charge and spin ... 0.180 eV
Molecular weight ... 727.2 g/mol
Gap between HOMO and LUMO ... 7.18 eV

ORCA calculation (ωB97M-V/def2-TZVPD) on a molecular structure, C18H45CrF3NO16P3S2 in a non-equilibrium geometry.

CARTESIAN COORDINATES (ANGSTROEM)
C1 2.058 6.701 1.065
H1 -4.594 -1.500 1.158
C2 -1.867 -7.671 -0.317
H2 5.572 5.509 4.317
C3 0.650 -1.983 -6.554
O1 2.953 5.832 1.772
H3 0.677 7.665 2.490
C4 0.385 2.410 -6.122
C5 -0.569 0.412 -1.330
C6 0.238 -1.053 -7.732
C7 0.168 -4.663 -1.136
O2 1.277 5.465 3.886
H4 0.503 -3.930 -0.403
H5 1.069 3.250 -6.234
O3 -2.938 -3.781 5.480
H6 -0.108 -1.499 -8.665
H7 1.191 6.216 0.617
H8 -2.794 -1.160 1.085
Cr1 -0.220 -2.440 2.706
H9 -3.246 -6.275 -1.163
H10 -1.294 0.557 -2.131
H11 -0.007 1.329 -1.152
S1 -3.115 -2.873 4.367
H12 0.485 1.658 -6.904
H13 -2.943 -1.948 -1.392
S2 -2.227 -0.656 4.672
O4 2.063 3.539 2.367
H14 4.528 6.504 6.436
C8 1.624 7.901 2.005
H15 2.375 3.062 5.049
F1 -0.161 -0.567 1.883
O5 -2.395 -5.667 0.659
H16 -1.175 -7.239 -1.040
H17 -4.659 -2.187 -1.210
C9 0.617 1.764 -4.733
H18 0.631 2.674 3.363
H19 -0.580 -0.396 -7.436
O6 3.799 4.652 3.856
H20 -2.193 -8.613 -0.759
C10 4.098 5.605 5.996
H21 3.524 1.985 4.050
C11 2.513 2.198 4.399
H22 -3.902 -6.985 0.281
H23 -1.053 0.355 -0.355
H24 1.125 -0.437 -7.877
H25 -1.460 -7.870 0.674
H26 -0.411 -1.703 -1.391
H27 1.478 -2.631 -6.840
H28 4.346 6.684 4.127
C12 -2.973 -6.637 -0.171
C13 0.257 -0.853 -1.532
C14 4.511 5.675 4.506
O7 0.837 -0.907 -2.832
C15 0.616 -4.370 -2.589
H29 -0.566 2.936 -6.208
C16 1.671 2.442 3.132
H30 1.637 1.394 -4.627
H31 0.097 -5.091 -3.221
O8 0.998 -1.161 -5.411
P1 -2.084 -4.150 0.223
H32 0.546 -5.636 -0.820
H33 3.023 5.776 6.059
O9 -1.364 -3.359 1.264
H34 1.523 8.810 1.412
H35 4.372 4.747 6.610
H36 2.326 8.129 2.808
N1 -1.836 -2.131 3.778
H37 1.064 -1.006 -0.816
O10 -3.497 -3.566 -0.334
H38 1.703 -4.361 -2.672
O11 -3.185 0.232 4.030
O12 -4.441 -2.262 4.242
C17 -3.730 -1.262 0.537
C18 -3.712 -2.223 -0.671
H39 -3.955 -0.257 0.178
H40 -0.165 -2.680 -6.357
O13 -2.284 -0.763 6.134
O14 -1.244 -4.435 -1.158
H41 0.363 -3.349 -2.875
O15 -0.347 0.738 -4.442
H42 2.179 1.350 4.997
H43 0.507 2.511 -3.947
F2 -3.147 -3.891 3.138
H44 1.637 1.573 2.476
P2 2.410 4.950 3.056
O16 -1.364 -1.650 -4.242
F3 -0.856 0.181 4.461
H45 2.531 7.182 0.209
P3 -0.097 -0.830 -4.209

Results
HOMO energy (spin up / spin down) ... -14.2 / -14.2 eV
Expectation value of S² ... 6.1077
Total charge ... +2
Molecular weight ... 797.6 g/mol
Gap between HOMO and LUMO (spin up / spin down) ... 3.64 / 2.77 eV
Spin multiplicity ... 5

ORCA calculation (ωB97M-V/def2-TZVPD) on a molecular structure, C24H45NOsP2Si in a non-equilibrium geometry.

CARTESIAN COORDINATES (ANGSTROEM)
H1 1.767 0.079 -3.457
Os1 -0.419 -0.015 -1.783
C1 2.179 2.378 3.182
C2 2.202 0.932 0.789
C3 -1.760 -0.843 -6.392
C4 0.349 -1.589 -5.193
H2 -3.767 0.099 0.972
H3 -2.268 3.774 0.551
C5 0.253 1.233 -5.597
H4 -2.823 -0.019 -0.520
Si1 -1.824 1.434 1.316
C6 0.971 2.099 2.526
H5 0.958 2.870 -3.524
C7 1.304 -0.988 -6.172
H6 -1.671 -2.085 -4.722
H7 1.449 -1.655 -7.046
H8 2.232 -2.940 -3.669
N1 -0.177 1.348 0.407
H9 0.912 2.034 -5.290
C8 0.987 0.691 -3.001
H10 0.564 -1.107 0.467
H11 2.860 -1.863 -2.438
C9 -0.824 -3.062 -2.843
H12 -1.156 -1.571 0.112
C10 -2.116 3.269 1.514
C11 -0.984 -1.489 -5.302
H13 0.052 2.463 2.997
H14 -1.660 -0.591 2.784
H15 1.818 0.957 -6.996
C12 2.129 -2.663 -2.609
H16 -2.676 -1.442 -6.545
H17 2.168 2.351 -2.281
C13 -2.129 0.580 -5.950
H18 -3.040 3.363 2.104
C14 3.402 1.219 1.441
H19 0.199 -2.595 -0.460
H20 -3.020 0.506 -5.313
H21 -0.528 -3.430 -3.829
H22 4.318 0.851 0.984
H23 -2.280 2.351 -2.226
C15 0.975 1.409 1.280
H24 -1.147 -3.906 -2.216
C16 -3.137 0.670 0.279
H25 0.901 4.684 -1.540
C17 0.901 0.425 -6.670
H26 -1.281 3.625 -2.985
C18 -1.772 0.489 2.954
H27 -1.258 -0.847 -7.369
H28 2.307 -0.931 -5.729
H29 0.770 -2.482 -4.733
C19 1.171 2.155 -2.709
P1 0.495 -1.956 -2.304
H30 -0.021 0.436 -3.494
H31 2.406 -3.543 -2.000
H32 -1.321 1.830 -4.316
C20 3.396 1.953 2.632
H33 0.588 4.420 0.200
H34 -1.313 3.773 2.068
H35 -2.057 3.903 -1.394
H36 4.344 2.178 3.123
H37 2.187 2.935 4.130
C21 0.923 3.938 -0.726
H38 -3.744 1.468 -0.155
P2 -0.017 2.487 -1.310
H39 -2.454 1.180 -6.827
C22 -1.011 1.193 -5.144
H40 -0.985 0.828 3.643
H41 -1.660 -2.357 -2.980
C23 -1.556 3.153 -2.025
H42 0.294 0.354 -7.591
H43 2.155 0.364 -0.138
C24 -0.123 -1.528 -0.287
H44 1.974 3.656 -0.590
H45 -2.747 0.662 3.434

Results
HOMO energy (spin up / spin down) ... -12.5 / -13.8 eV
Expectation value of S² ... 6.0304
Total charge ... +2
Molecular weight ... 627.9 g/mol
Gap between HOMO and LUMO (spin up / spin down) ... 5.88 / 6.32 eV
Spin multiplicity ... 5

ORCA calculation (ωB97M-V/def2-TZVPD) on a single C6H10N2O5 molecule in a non-equilibrium geometry.

CARTESIAN COORDINATES (ANGSTROEM)
C1 -1.562 1.507 -1.468
O1 -1.628 2.543 -2.285
H1 0.083 1.816 -0.060
C2 -0.265 -0.231 -0.312
C3 -0.645 -1.344 -1.252
O2 -2.544 0.950 -0.928
H2 2.337 -1.731 2.358
H3 -1.244 -0.378 0.298
C4 1.288 -0.054 1.657
N1 2.702 -0.178 3.502
H4 -0.782 2.565 -2.763
H5 1.378 -1.450 0.195
N2 0.928 -0.557 0.482
H6 2.795 0.887 3.408
C5 -0.137 1.118 -0.965
H7 1.741 0.008 3.888
O3 0.525 0.813 2.196
O4 -0.081 -2.605 -0.842
H8 3.289 -0.709 1.536
O5 -1.518 -1.126 -2.249
H9 0.662 1.136 -1.648
C6 2.446 -0.707 2.208
H10 -0.452 -3.340 -1.447

Results
HOMO energy ... -10.1 eV
ΔE to the lowest compared entry with this formula, charge and spin ... 3.596 eV
SMILES ... NCC(=O)N[C@@H](CC(=O)O)C(=O)O
Molecular weight ... 190.2 g/mol
Gap between HOMO and LUMO ... 10.28 eV

ORCA calculation (ωB97M-V/def2-TZVPD) on a gas-phase ion, C5H13N2 (charge +1) in a non-equilibrium geometry.

CARTESIAN COORDINATES (ANGSTROEM)
H1 -1.019 -2.709 -0.432
C1 -0.322 1.483 0.784
H2 1.307 -2.226 -0.898
H3 -2.349 -0.502 0.073
H4 -0.626 -1.914 1.109
H5 -0.353 0.778 1.614
H6 -1.765 -0.763 -1.410
H7 1.419 2.106 1.722
H8 1.473 -1.505 0.703
N1 0.916 -0.084 -0.725
H9 0.993 3.044 0.372
C2 -0.437 0.583 -0.484
H10 1.678 0.474 -0.331
H11 -1.276 2.010 0.747
H12 -0.563 1.141 -1.383
C3 0.890 -1.489 -0.214
C4 -1.371 -0.593 -0.400
N2 0.953 2.148 0.833
C5 -0.591 -1.849 0.050
H13 1.042 -0.133 -1.732

Results
HOMO energy ... -13.9 eV
Total charge ... +1
ΔE to the lowest compared entry with this formula, charge and spin ... 1.220 eV
SMILES ... NC[C@@H]1CCC[NH2+]1
Molecular weight ... 101.2 g/mol
Gap between HOMO and LUMO ... 10.88 eV

ORCA calculation (ωB97M-V/def2-TZVPD) on a single C3H7NO molecule.

CARTESIAN COORDINATES (ANGSTROEM)
H1 0.373 0.964 1.450
N1 1.077 -0.715 0.314
O1 -0.947 -1.315 -0.653
H2 -1.021 0.635 -1.415
H3 2.085 0.946 1.030
H4 -2.560 -0.201 -1.106
H5 0.903 1.362 -0.209
C1 0.262 -1.655 -0.210
C2 1.083 0.718 0.655
C3 -1.553 -0.020 -0.719
H6 1.931 -1.169 0.596
H7 -1.633 0.451 0.265

Results
HOMO energy ... -8.2 eV
ΔE to the lowest compared entry with this formula, charge and spin ... 3.177 eV
Molecular weight ... 73.1 g/mol
Gap between HOMO and LUMO ... 8.97 eV

ORCA calculation (ωB97M-V/def2-TZVPD) on 6 unconnected molecules or ions with the total composition C36H90N6 in a non-equilibrium geometry.

CARTESIAN COORDINATES (ANGSTROEM)
H1 -0.898 -1.602 1.690
H2 -0.728 -2.674 -5.408
H3 -6.995 2.743 -1.830
C1 8.586 -1.668 -4.257
H4 0.820 -5.094 -0.538
C2 10.854 -4.250 -4.795
H5 -8.980 4.763 1.130
H6 -7.594 7.401 -1.494
C3 -0.187 -0.352 8.013
H7 -0.121 -1.204 7.336
C4 -5.987 4.134 -0.375
H8 -8.228 6.475 -2.861
H9 -9.027 5.704 -0.781
C5 -7.226 4.623 2.366
C6 9.924 -2.786 -7.553
C7 -6.307 2.742 -0.984
H10 1.826 0.573 7.526
H11 -1.804 -4.987 -10.298
H12 2.209 -1.073 1.912
H13 9.000 -2.416 -3.581
H14 9.084 -1.037 -8.402
C8 -7.542 6.444 -2.015
H15 10.934 -2.376 -7.541
C9 -2.672 -4.625 -8.259
H16 0.259 -6.433 0.444
H17 -3.663 -4.789 -7.836
H18 0.157 -3.036 -6.884
H19 0.308 -6.942 -6.379
H20 -2.699 -2.773 2.364
C10 9.527 -1.717 -5.538
H21 -1.619 -2.418 -6.914
C11 -0.792 -2.639 1.374
H22 11.618 -3.607 -5.232
H23 -0.687 0.449 7.468
H24 -0.809 -5.183 0.038
H25 2.315 6.425 2.219
H26 -5.385 2.187 -1.156
C12 -1.773 -3.349 2.367
C13 1.909 -1.162 0.868
C14 -0.987 -1.645 11.476
H27 0.647 -1.647 10.221
H28 -6.906 2.245 -0.221
H29 -2.668 -1.692 8.580
H30 -4.031 0.212 8.195
H31 -7.593 4.096 3.246
H32 -2.744 -6.281 -9.691
H33 2.769 5.447 3.658
N1 0.607 -3.070 1.480
H34 -0.559 -2.687 9.732
H35 7.932 -2.355 -8.271
C15 1.498 -2.589 0.495
C16 -0.791 9.135 1.563
N2 9.210 -2.940 -6.272
H36 -1.407 5.719 5.128
H37 0.300 5.334 3.403
H38 -2.283 -7.229 -8.014
H39 1.035 1.184 8.832
C17 -0.837 -3.010 -6.439
H40 -2.613 -3.537 -8.295
H41 -0.654 -2.452 12.128
H42 1.837 -0.501 8.882
H43 2.676 -0.812 0.177
H44 -0.473 -8.391 -6.981
N3 -7.149 5.056 -0.048
H45 -1.987 -4.397 2.156
H46 -0.541 6.878 1.417
H47 9.469 -5.080 -6.202
H48 -2.683 0.598 7.123
H49 1.704 -4.993 1.827
H50 -3.541 -4.809 -10.269
H51 9.170 -2.418 -9.514
C18 -2.398 -0.698 8.936
C19 -1.420 6.781 5.373
H52 -6.153 4.436 2.399
H53 9.367 -0.795 -6.097
H54 0.935 6.227 4.760
H55 8.658 -4.498 -4.955
H56 0.983 -2.694 -0.460
H57 -2.482 -6.706 -6.542
C20 9.513 -4.199 -5.562
H58 -2.378 7.054 5.816
H59 -2.878 -0.686 9.914
H60 -1.277 -2.729 0.402
H61 -2.146 7.346 3.412
C21 1.212 0.221 8.355
C22 8.974 -2.118 -8.484
H62 1.019 -0.541 0.767
H63 -0.318 9.573 0.683
H64 -2.383 -4.338 -5.695
H65 -8.394 4.456 -1.739
H66 -0.663 7.075 6.100
H67 11.323 -5.232 -4.861
H68 -1.817 8.856 1.321
H69 -5.402 3.984 0.532
N4 -1.559 -5.189 -7.495
H70 -5.304 4.667 -1.037
H71 2.605 7.276 3.760
H72 -1.430 -3.202 3.391
C23 0.739 -4.566 1.553
H73 -6.498 6.284 -2.284
H74 -2.070 -1.604 11.595
H75 -1.314 8.545 4.330
C24 -0.095 7.725 1.938
H76 0.948 7.766 1.621
H77 10.220 -3.784 -7.879
H78 0.176 -7.238 -8.120
H79 8.708 -0.780 -3.636
C25 0.824 6.250 3.676
H80 7.541 -1.914 -4.447
H81 -7.214 5.688 2.597
H82 10.850 -3.959 -3.744
C26 -1.264 7.498 4.034
C27 -7.941 4.447 1.037
C28 -1.427 -4.429 -6.209
H83 -0.794 -4.967 -5.503
C29 -0.434 -1.662 10.080
C30 2.264 6.346 3.305
C31 -2.693 -5.192 -9.702
H84 -0.653 -0.756 12.011
H85 -8.041 3.383 0.825
C32 -0.343 -7.325 -7.165
N5 -0.001 7.416 3.353
H86 10.530 -1.756 -5.112
H87 0.156 -4.853 2.428
H88 -0.692 9.889 2.344
C33 -8.076 5.302 -1.130
H89 -2.656 1.376 8.715
C34 -1.700 -6.650 -7.298
H90 2.416 -3.166 0.386
C35 -2.978 0.490 8.167
C36 0.225 -5.348 0.340
N6 -0.911 -0.621 9.194

Results
HOMO energy ... -7.9 eV
ΔE to the lowest compared entry with this formula, charge and spin ... 4.068 eV
SMILES ... CCN(CC)CC.CCN(CC)CC.CCN(CC)CC.CCN(CC)CC.CCN(CC)CC.CCN(CC)CC
Molecular weight ... 607.2 g/mol
Gap between HOMO and LUMO ... 8.42 eV

ORCA calculation (ωB97M-V/def2-TZVPD) on a single CHIOS molecule in a non-equilibrium geometry.

CARTESIAN COORDINATES (ANGSTROEM)
C1 0.754 0.142 0.019
H1 0.603 -0.895 0.056
O1 1.843 0.596 0.070
S1 -0.738 1.115 -0.067
I1 -2.463 -0.958 -0.079

Results
HOMO energy ... -9.9 eV
ΔE to the lowest compared entry with this formula, charge and spin ... 0.965 eV
SMILES ... O=CSI
Molecular weight ... 188.0 g/mol
Gap between HOMO and LUMO ... 7.47 eV

ORCA calculation (ωB97M-V/def2-TZVPD) on 2 unconnected molecules or ions with the total composition C6H13ClN2S in a non-equilibrium geometry.

CARTESIAN COORDINATES (ANGSTROEM)
H1 -1.898 0.208 1.783
H2 1.119 1.530 -0.769
H3 -1.102 1.815 -2.196
H4 -0.244 -2.566 3.748
S1 0.490 -1.889 1.940
Cl1 1.669 3.842 0.670
C1 -0.832 1.007 -1.483
C2 0.178 -0.144 0.899
C3 -1.481 1.239 -0.161
C4 0.647 0.744 -1.387
C5 0.918 -0.346 -0.334
H5 1.089 0.571 -2.373
H6 -1.069 1.975 0.451
H7 0.571 -1.270 -0.922
H8 0.588 0.619 1.583
C6 -1.315 0.024 0.794
N1 1.902 -2.486 2.353
H9 -1.736 -0.866 0.245
H10 -1.190 0.001 -1.744
H11 2.080 -0.366 -0.229
N2 -0.521 -1.915 3.059
H12 -2.519 1.460 -0.335
H13 2.576 -2.130 1.682

Results
HOMO energy (spin up / spin down) ... -7.3 / -8.8 eV
Expectation value of S² ... 2.0122
Molecular weight ... 180.7 g/mol
Gap between HOMO and LUMO (spin up / spin down) ... 8.10 / 4.49 eV
Spin multiplicity ... 3

ORCA calculation (ωB97M-V/def2-TZVPD) on 2 unconnected molecules or ions with the total composition C4H8N2.

CARTESIAN COORDINATES (ANGSTROEM)
N1 -1.273 1.371 0.284
H1 0.189 0.518 2.986
C1 -1.450 -0.859 -0.639
C2 0.729 0.139 -0.291
H2 0.843 -1.886 -1.029
H3 -0.338 0.625 2.471
C3 1.493 -1.034 -0.813
H4 2.262 -1.363 -0.106
C4 -0.606 0.242 -0.236
H5 -2.242 1.489 0.025
H6 -0.778 2.222 0.070
H7 2.003 -0.757 -1.742
H8 1.305 1.020 -0.003
N2 -2.136 -1.727 -0.975

Results
HOMO energy ... -8.9 eV
ΔE to the lowest compared entry with this formula, charge and spin ... 1.589 eV
SMILES ... C/C=C(/N)C#N.[H][H]
Molecular weight ... 84.1 g/mol
Gap between HOMO and LUMO ... 9.81 eV

ORCA calculation (ωB97M-V/def2-TZVPD) on 2 unconnected molecules or ions with the total composition C2H4BrO3S in a non-equilibrium geometry.

CARTESIAN COORDINATES (ANGSTROEM)
O1 2.938 1.221 1.065
H1 0.351 -0.678 -1.433
Br1 1.503 -2.186 0.753
H2 1.459 0.608 -0.756
S1 1.925 0.956 2.090
H3 -0.391 0.765 -0.457
C1 0.496 -0.583 0.716
O2 2.393 0.071 3.188
O3 1.034 2.116 2.313
C2 0.490 0.094 -0.652
H4 -0.493 -0.864 1.036

Results
HOMO energy (spin up / spin down) ... -4.2 / -4.2 eV
Total charge ... -1
ΔE to the lowest compared entry with this formula, charge and spin ... 0.761 eV
Molecular weight ... 188.0 g/mol
Gap between HOMO and LUMO (spin up / spin down) ... 7.60 / 7.60 eV